Record 1
A single C5H3N molecule at a distorted geometry. Source: the Open Molecules 2025 dataset; level of theory: ωB97M-V with the def2-TZVPD basis set.

Element x y z (Å)
C1 -1.46551 0.93003 2.30643
C2 -1.91166 1.50025 1.05953
C3 -0.48103 0.15771 2.20320
C4 -1.51848 1.52458 -0.10112
C5 0.68729 -0.83918 0.75446
N1 0.37028 -0.80822 1.97800
H1 0.41221 -0.17022 0.03672
H2 -1.73578 1.92537 -1.01958
H3 1.34937 -1.55665 0.43221

Summary:
**SMILES**: C#CC#CN=C

Record 2
A single C4H6ClN3 molecule at a distorted geometry. Source: the Open Molecules 2025 dataset; level of theory: ωB97M-V with the def2-TZVPD basis set.

Element x y z (Å)
C1 -0.14230 -1.37811 -0.00637
C2 0.65779 -0.27365 -0.17281
C3 0.00653 0.96737 -0.40090
C4 -1.97277 0.02106 0.36940
N1 -1.49465 -1.18189 0.10759
N2 2.02517 -0.39273 -0.39365
N3 0.41557 2.10828 0.09446
Cl1 -3.64191 0.18368 -0.04313
H1 0.23190 -2.38562 0.08113
H2 -2.09897 -1.97853 -0.09863
H3 2.43712 -1.25726 -0.08604
H4 2.57599 0.42106 -0.17126
H5 1.07688 2.19193 0.86437
H6 -0.07633 2.95442 -0.14415

Frontier orbital gap for every record listed, in sequence, given in eV: 9.0, 7.9.
ΔE to the lowest compared entry with this formula, charge and spin for every record listed, in sequence, given in kcal/mol: 94.7, 107.5.